No. 1
Density functional theory data (ωB97M-V/def2-TZVPD) for a molecular structure, C4H7N3O.

Results
Strongest force on any atom   6.54 eV/A
HOMO-LUMO gap   9.741 eV
ΔE to the lowest compared entry with this formula, charge and spin   748.3 kJ/mol
Lowest unoccupied orbital energy   0.506 eV

Element x y z (Å)
C  2.722  0.118  0.557
C  0.032  -1.709  -0.175
C  -0.593  0.616  -0.108
C  -2.085  -0.017  0.330
H  2.505  -0.864  1.221
H  3.810  -0.075  0.235
H  2.535  1.185  1.131
H  0.507  -2.287  0.961
H  -1.185  -1.745  -0.406
H  0.342  -2.193  -1.323
H  -0.958  2.832  -0.226
N  0.381  -0.327  -0.092
N  -0.248  1.906  -0.188
N  -3.175  -0.290  0.223
O  1.660  0.009  -0.602

Results of the natural (NBO) charge analysis, in e, for atoms 1 through 2: number 1, C, carries -0.296; number 2, C, carries -0.468

=====

No. 2
Density functional theory data (ωB97M-V/def2-TZVPD) for 2 unconnected molecules or ions with the total composition C4H7O4.

Results
Strongest force on any atom   1.07 eV/A
Charge   -1
HOMO-LUMO gap   8.449 eV
ΔE to the lowest compared entry with this formula, charge and spin   54.6 kJ/mol
Lowest unoccupied orbital energy   3.720 eV

Element x y z (Å)
O  0.769  -1.739  -1.609
C  -0.054  -1.278  -0.786
O  -1.261  -1.000  -0.975
C  0.529  -0.992  0.623
C  1.316  0.334  0.666
C  0.837  1.255  1.736
O  1.537  1.994  2.387
H  1.145  -1.860  0.843
H  -0.285  -1.000  1.339
H  2.367  0.121  0.824
H  1.308  0.784  -0.343
H  -0.250  1.210  1.950
H  -2.480  1.055  -2.516
H  -2.481  0.335  -1.202
O  -2.921  1.087  -1.664

Results of the natural (NBO) charge analysis, in e, for atoms 1 through 2: number 1, O, carries -0.771; number 2, C, carries 0.775

=====

No. 3
Density functional theory data (ωB97M-V/def2-TZVPD) for C3H2F3N3S in the gas phase.

Results
Strongest force on any atom   4.33 eV/A
HOMO-LUMO gap   7.471 eV
ΔE to the lowest compared entry with this formula, charge and spin   69.0 kJ/mol
Lowest unoccupied orbital energy   -1.645 eV

Element x y z (Å)
C  -0.590  -1.705  0.435
C  -1.644  0.323  0.020
C  1.611  0.292  0.027
N  -1.453  -0.913  0.555
N  -0.493  0.832  -0.580
N  0.535  0.013  -0.819
F  1.248  0.273  1.358
F  2.716  -0.409  -0.029
F  2.021  1.544  -0.138
S  -3.109  1.062  0.195
H  -0.255  -2.704  0.405
H  -0.587  1.394  -1.429

Results of the natural (NBO) charge analysis, in e, for atoms 1 through 2: number 1, C, carries 0.419; number 2, C, carries 0.156

=====

No. 4
Density functional theory data (ωB97M-V/def2-TZVPD) for 2 unconnected molecules or ions with the total composition C27H33N4O3.

Results
Strongest force on any atom   3.50 eV/A
Charge   +1
HOMO-LUMO gap   5.652 eV
ΔE to the lowest compared entry with this formula, charge and spin   0.8 kJ/mol
Lowest unoccupied orbital energy   -4.004 eV

Element x y z (Å)
C  0.332  3.715  1.240
C  -0.359  4.916  1.902
N  -1.602  5.237  1.161
C  -1.317  5.562  -0.266
C  -0.624  4.365  -0.929
N  -0.465  3.271  0.072
C  -1.803  2.857  0.560
C  -2.496  4.056  1.222
H  1.344  3.962  0.903
H  0.435  2.874  1.935
H  -0.616  4.713  2.947
H  0.284  5.803  1.909
H  -2.259  5.815  -0.764
H  -0.697  6.465  -0.304
H  -1.199  3.981  -1.778
H  0.363  4.633  -1.319
H  -2.379  2.468  -0.285
H  -1.679  2.022  1.259
H  -2.744  3.856  2.270
H  -3.440  4.305  0.725
C  -0.435  -4.733  -2.804
O  -0.373  -4.422  -1.434
C  -1.610  -4.155  -0.838
C  -2.848  -4.453  -1.411
C  -4.020  -4.207  -0.729
C  -3.990  -3.683  0.545
C  -2.777  -3.375  1.163
O  -2.642  -2.883  2.463
C  -3.850  -2.734  3.162
C  -1.584  -3.583  0.448
N  -0.329  -3.266  1.065
C  0.683  -2.456  0.581
C  0.549  -1.490  -0.501
C  1.743  -0.902  -1.047
C  1.765  0.342  -1.600
C  2.948  1.086  -1.939
C  2.835  2.454  -2.243
C  3.947  3.216  -2.509
C  5.208  2.645  -2.483
C  5.348  1.301  -2.182
C  4.241  0.528  -1.914
O  -0.574  -1.109  -0.872
N  1.728  -2.534  1.486
C  2.962  -1.742  1.484
C  1.330  -3.337  2.543
C  0.074  -3.781  2.289
H  0.585  -4.811  -3.183
H  -0.939  -5.690  -2.944
H  -0.953  -3.935  -3.339
H  -2.891  -4.886  -2.394
H  -4.968  -4.423  -1.195
H  -4.913  -3.509  1.067
H  -3.622  -2.367  4.163
H  -4.480  -2.005  2.649
H  -4.352  -3.700  3.243
H  2.662  -1.444  -0.936
H  0.823  0.858  -1.674
H  1.858  2.908  -2.228
H  3.841  4.265  -2.731
H  6.078  3.246  -2.693
H  6.332  0.859  -2.156
H  4.364  -0.516  -1.686
H  3.436  -1.775  2.462
H  3.664  -2.136  0.751
H  2.744  -0.701  1.246
H  1.890  -3.491  3.451
H  -0.566  -4.351  2.942

Results of the natural (NBO) charge analysis, in e, for atoms 1 through 2: number 1, C, carries -0.256; number 2, C, carries -0.259